Entry 1:
Formula: C38H110O30
Source: the OMol25 dataset
Level of theory: wB97M-V/def2-TZVPD

Properties
Electronic energy   -3770.87100 Ha
2S+1   1
HOMO energy   -0.3538 Ha

Each line ends with the Mulliken charge.
Element x y z (Å)
O  -4.2579  3.2413  1.7183  -0.7129
O  -5.3518  -2.3781  0.5123  -0.3741
O  3.2499  2.2317  -0.1641  0.6239
O  -1.0764  -1.8021  1.0203  0.6971
O  -3.1665  -3.0350  2.7474  -0.4391
O  -1.7589  -3.4844  5.5358  -0.5469
O  -1.6738  4.0514  1.1298  0.8576
O  1.4415  -1.7019  6.2931  -0.5101
O  2.9910  4.0185  2.0925  -0.5024
O  4.5699  -2.7383  0.7664  -0.5935
O  5.9376  1.2579  0.0284  -0.6464
O  -1.2812  1.5693  3.6306  -0.5513
O  5.8658  3.9071  1.5182  -0.5427
O  2.3748  -3.0711  2.6195  -0.6347
O  1.1449  -1.2577  -5.4244  -0.5595
O  -0.9613  -0.5973  5.4153  -0.3045
O  -0.3410  -6.1229  0.0632  -0.5932
O  -0.9414  1.1546  0.8677  2.0231
O  1.3070  1.2991  6.5629  -0.4017
O  2.1129  2.9428  -2.6118  -0.4598
O  0.5392  -6.0663  -2.6570  -0.5379
O  -2.6823  -4.2719  -2.9327  -0.8458
O  -1.3171  -0.0127  -6.0043  -0.5686
O  -3.8620  -1.5967  -3.3067  -0.7155
O  0.7678  -0.8685  -0.9085  1.8221
O  -2.0296  4.5970  -1.4477  -0.4921
O  -2.8954  1.9493  -0.8384  -0.3294
O  0.4287  3.7645  2.8035  -0.3259
O  2.5434  0.9113  -4.3998  -0.2861
O  -2.5355  1.1332  -3.5631  -0.4703
C  -1.3956  1.6430  -4.2058  0.7922
C  3.1539  -2.5621  0.4191  0.2132
C  -2.1712  -3.1198  -2.3033  2.7433
C  0.3383  0.4440  -1.1023  0.3500
C  1.5977  5.0035  -1.6949  -1.3488
C  -2.2610  -1.0697  5.7805  0.0433
C  0.2029  3.4057  4.1886  -0.1930
C  -0.8553  -2.7472  2.0212  0.8228
C  0.9757  4.4608  -4.1316  -1.7313
C  0.7023  -2.5317  -4.9284  0.8928
C  -1.5218  1.3541  -5.7457  -1.0212
C  4.8499  0.6713  0.7075  -0.6559
C  -1.4294  5.3786  0.7616  -0.1888
C  -6.7012  -3.9973  1.9390  -1.5187
C  -7.5040  -3.0690  -0.2026  -1.5052
C  2.5270  -0.8757  6.6007  -0.2652
C  1.1495  -3.5843  -5.9152  -1.8446
C  5.2383  4.7404  2.4673  -0.8402
C  -6.2772  -3.4719  0.5656  0.8626
C  0.2734  1.3476  0.1596  -0.4646
C  -2.0311  -3.6892  2.2251  -0.7340
C  2.4701  -1.9688  1.7081  0.3873
C  3.9424  0.8533  -4.4793  1.0541
C  1.1295  3.9554  -2.6930  2.5728
C  -4.3588  1.9225  1.1413  -0.0521
C  -2.1025  -2.4264  6.4627  -0.8170
C  4.4084  -0.5779  -4.1669  -1.2346
C  -3.2574  -2.0693  -2.1071  0.3301
C  2.1581  0.4952  7.2897  -0.5049
C  -1.1908  2.8214  4.2526  -0.8191
C  4.0166  4.0243  3.0688  -0.3924
C  3.5718  0.8832  -0.0811  2.8547
C  0.4562  -5.0817  -0.3987  0.9789
C  -2.2637  5.6384  -0.4949  -0.7815
C  4.3855  1.3150  -5.8543  -1.5760
C  1.3352  -5.6113  -1.5500  -1.2215
C  1.2756  -2.7206  -3.5854  0.1732
C  -4.2531  1.9999  -0.4302  -0.5524
H  3.9542  2.3295  -5.9680  0.3352
H  -2.9484  -1.0672  4.9062  0.1187
H  0.9045  3.6277  -4.8598  0.2664
H  1.3814  3.8563  2.6795  0.2033
H  1.5061  -1.6258  1.4131  -0.4055
H  -2.8631  1.6347  -1.8013  0.0329
H  1.6435  0.2907  8.2189  0.2806
H  5.4670  1.3200  -5.9793  0.4028
H  -0.1884  -4.2809  -0.7717  -0.6588
H  1.0287  0.8486  -1.8672  -0.7523
H  0.3791  4.2371  4.8677  0.4429
H  1.9550  -2.7736  3.4505  0.3141
H  -1.4239  -0.9601  1.4042  -0.6542
H  0.9163  2.6098  4.4557  0.2772
H  4.7868  5.6572  2.0383  0.3121
H  -1.6788  1.4848  0.3041  -0.8797
H  0.2297  -1.3903  -0.2781  -0.9064
H  3.1881  -1.4317  7.2502  0.4467
H  -3.4360  3.6385  1.4510  0.2338
H  0.1071  -6.8736  0.4807  0.4151
H  3.0822  1.0953  7.4684  0.3352
H  2.3721  -2.5893  -3.7364  0.4171
H  2.0323  -4.8735  -1.8818  0.2727
H  -0.5958  0.4548  -1.6153  0.2040
H  3.7046  0.4788  -1.0853  -0.8210
H  -1.8103  6.0683  1.5024  0.4652
H  -4.0492  -2.4712  -1.4815  0.0761
H  4.6604  1.1177  1.7042  0.1311
H  -4.7290  2.9416  -0.7206  0.1801
H  -7.2331  -3.2389  2.4667  0.3803
H  -3.2904  5.6948  -0.1649  0.3992
H  -2.3370  -4.1483  1.2577  0.1785
H  -1.6863  -4.4878  2.9236  0.4681
H  -7.4474  -4.7679  1.8345  0.4511
H  3.9935  0.6159  -6.6235  0.2561
H  -1.1002  -0.0310  4.5844  0.1363
H  0.8483  -3.4928  -6.9526  0.3859
H  3.2887  3.4631  1.3110  0.2123
H  -1.4724  -2.3435  7.3333  0.3244
H  1.8827  -6.4462  -1.1139  0.6927
H  -4.1864  -2.3376  -3.7893  0.3656
H  0.4843  2.4081  -0.0195  -0.5849
H  0.2620  -0.9034  -5.5809  0.2760
H  0.9441  -1.9302  -2.9034  -1.2028
H  0.7814  -4.5516  -5.5193  0.3366
H  -0.9719  3.7729  1.7167  -0.6965
H  6.0280  2.1476  0.3783  0.3644
H  1.9475  2.1750  -3.1911  -0.1892
H  5.4860  -0.6341  -4.0548  0.5041
H  -3.5612  1.2550  1.4943  -0.1635
H  -2.1964  3.7890  -0.9809  0.1745
H  -0.8727  -3.3137  5.1417  0.3369
H  1.8270  4.5694  -0.6953  -0.1040
H  -3.1115  -3.0819  3.7226  0.1681
H  0.1866  3.5120  -2.3642  -1.0092
H  -1.1349  1.7138  2.6397  -0.0140
H  2.6365  -3.5263  0.2690  0.2216
H  3.1235  -1.2259  2.1746  0.3898
H  -0.6387  -2.2088  2.9730  -0.0337
H  3.6457  4.6555  3.8930  0.3857
H  0.0133  4.9517  -4.1432  0.4240
H  -0.8352  1.9707  -6.3560  0.3666
H  -1.3657  -2.6918  -2.9051  -0.8764
H  0.7840  -1.0912  5.9134  0.3075
H  5.0839  -0.3600  0.9271  0.2667
H  -7.3085  -2.7969  -1.2503  0.2892
H  1.7127  5.1222  -4.5271  0.4278
H  -2.1615  -0.3842  -6.2236  0.2810
H  -1.2985  2.7320  -3.9761  0.1058
H  -0.4481  1.2270  -3.8560  -0.2881
H  -8.3445  -3.7801  -0.2497  0.3711
H  -1.7624  -3.3204  -1.3214  -1.2255
H  -2.8879  -1.1975  -1.5921  -0.3280
H  3.8927  -0.9251  -3.2899  0.0521
H  -5.8529  -4.3665  2.5136  0.3112
H  1.1051  1.0905  0.7990  0.4112
H  -3.0594  -2.6859  6.9128  0.4493
H  -0.3474  5.5297  0.6099  0.1455
H  0.4524  0.8666  6.4158  0.2576
H  1.1465  -4.7758  0.4177  0.2642
H  2.7480  0.2853  0.2655  -1.6458
H  0.0572  -6.8404  -2.3958  0.3523
H  -2.6900  -0.4077  6.5153  0.3770
H  -2.6315  0.1783  -3.7506  0.0321
H  -4.7679  1.1363  -0.8452  0.4996
H  2.2157  -3.6622  -5.7751  0.4078
H  -2.4544  1.7219  -6.1366  0.4881
H  4.1628  -1.2914  -4.9679  0.3095
H  -1.9121  3.5161  3.7947  0.0258
H  4.9747  -3.4038  0.2016  0.3346
H  2.1137  0.0471  -4.4414  0.0148
H  -4.7041  -2.3942  1.2635  0.1222
H  -2.0656  6.5895  -1.0176  0.4067
H  0.0530  -3.2875  1.7337  -0.3461
H  -2.0884  -4.9556  -2.6093  0.4333
H  -5.3562  1.5247  1.4086  0.4962
H  2.4853  5.5347  -2.0569  0.5061
H  4.4030  1.5370  -3.7326  0.1300
H  0.7833  5.7230  -1.5617  0.2753
H  3.0989  2.5247  -1.0862  -0.1607
H  5.8226  4.3644  0.6833  0.3097
H  -1.5188  2.7017  5.2650  0.6014
H  -5.8498  -4.2507  -0.0337  0.1565
H  3.0369  -1.8699  -0.4485  -0.3359
H  -0.3689  -2.4075  -4.8576  0.3526
H  -7.8212  -2.1171  0.2376  0.3506
H  5.9807  5.0548  3.1787  0.3809
H  3.0778  -0.6425  5.6963  0.1097
H  1.0279  -3.6849  -3.1858  0.2976
H  4.2417  2.9966  3.3753  0.3213

---

Entry 2:
Formula: CHF3NO4PbS2
Source: the OMol25 dataset
Level of theory: wB97M-V/def2-TZVPD

Properties
Electronic energy   -1683.15453 Ha
Relative energy (zero: lowest compared OMol25 entry of this formula, charge and spin)   124.4 kJ/mol
2S+1   1
HOMO energy (spin up / spin down)   -0.1557 / -0.1557 Ha
Charge   -1

Each line ends with the Mulliken charge.
Element x y z (Å)
Pb  -1.3631  -0.9759  1.4410  0.8057
S  0.4460  -2.3482  0.1217  -0.0501
S  -0.3270  -0.1297  -1.4653  0.9831
F  1.8143  1.2208  -2.1657  -0.2408
F  0.2272  2.4605  -1.3906  -0.2338
F  1.4160  1.2644  -0.0473  -0.2288
O  0.5080  -1.3346  2.0290  -0.5420
O  -1.3101  0.1357  -0.3450  -0.5801
O  -0.8746  0.1160  -2.8034  -0.6602
O  -0.9068  -0.5718  3.3863  -0.7310
N  0.5299  -1.4141  -1.3328  -0.4496
C  0.8576  1.3008  -1.2491  0.7380
H  -1.0174  0.2759  3.8212  0.1896

---

Question: Look up the electronic energy of the first one.
Answer: -3770.87100 Ha

---

Question: Among the records above, which one has the highest electronic energy?
Answer: CHF3NO4PbS2

---

Question: Which of these has the highest electronic energy?
Answer: CHF3NO4PbS2

---

Question: Which value of 2S+1 does entry 2 give?
Answer: 1